Molecular formula: C13H12
Method: DFT, the ωB97M-V functional and the def2-TZVPD basis

XYZ file:
```
25
C13H12 the ωB97M-V functional and the def2-TZVPD basis
C -0.819 -1.590 -0.363
C -2.087 -1.283 -0.250
C -1.454 1.023 0.089
C -0.115 0.791 0.059
C 0.229 -0.569 -0.196
C -2.497 0.056 0.066
C 0.777 1.878 0.117
C 2.174 1.846 -0.161
C 2.679 -1.892 -0.059
C 3.042 0.822 -0.135
C 2.742 -0.437 0.593
C 1.510 -0.991 0.080
C -3.969 0.417 0.195
H -0.538 -2.618 -0.615
H -2.787 -2.164 -0.449
H -1.798 2.095 0.299
H 0.348 2.891 0.369
H 2.486 2.746 -0.666
H 3.130 -1.753 -0.983
H 2.861 -2.862 0.387
H 3.967 0.781 -0.607
H 2.998 -0.369 1.624
H -4.134 1.364 0.600
H -4.381 0.140 -0.756
H -4.365 -0.322 0.762
```

- Total energy: -13669.8456 eV
- Strongest force on any atom: 4.7 eV/A
- HOMO-LUMO gap (alpha / beta): 6.70 / 7.32 eV
- Multiplicity: 3
- <S²>: 2.06

---

Molecular formula: C39H57BGeN12O3Si3Sr
Method: DFT, the ωB97M-V functional and the def2-TZVPD basis

XYZ file:
```
117
C39H57BGeN12O3Si3Sr the ωB97M-V functional and the def2-TZVPD basis
Sr 0.603 0.120 0.091
C -1.746 -1.174 3.743
C -1.879 -0.789 2.405
N -0.911 -1.302 1.658
N -0.127 -2.026 2.495
C -0.610 -1.949 3.754
B 1.235 -2.687 2.096
N 1.279 -3.134 0.605
C 1.746 -4.331 0.187
C 1.765 -4.335 -1.189
C 1.292 -3.065 -1.542
N 1.000 -2.352 -0.466
N 2.382 -1.689 2.402
C 3.165 -1.597 3.492
C 3.927 -0.453 3.385
C 3.526 0.112 2.171
N 2.596 -0.628 1.583
N 1.368 -3.956 2.946
C 0.376 -4.856 3.168
C 0.942 -5.994 3.682
C 2.318 -5.698 3.730
N 2.570 -4.485 3.271
H -2.364 -0.902 4.580
H -2.624 -0.156 1.945
H -0.110 -2.444 4.569
H 2.047 -5.090 0.889
H 2.084 -5.132 -1.837
H 1.168 -2.628 -2.523
H 3.151 -2.362 4.246
H 4.668 -0.093 4.077
H 3.868 1.017 1.695
H -0.650 -4.620 2.940
H 0.441 -6.897 3.986
H 3.131 -6.316 4.078
O -1.434 1.654 -1.051
C -2.176 0.825 -1.523
O -2.180 -0.428 -1.130
H -2.880 1.072 -2.336
C 1.264 5.934 1.372
N 0.794 4.609 1.694
C 0.568 4.120 3.037
C 0.403 2.616 2.788
O 0.135 1.805 3.646
N 0.615 2.362 1.457
C 0.878 3.538 0.865
N 1.196 3.646 -0.411
H 1.005 6.604 2.189
H 0.775 6.312 0.473
H 2.349 5.967 1.228
H -0.330 4.537 3.493
H 1.421 4.298 3.697
H 1.329 2.769 -1.008
H 1.434 4.545 -0.793
C -4.182 -3.341 1.450
Si -3.502 -3.589 -0.276
C -4.684 -4.725 -1.204
C -1.797 -4.330 -0.221
Ge -3.606 -1.593 -1.599
Si -5.588 -0.335 -1.136
C -5.386 0.491 0.534
C -5.921 0.965 -2.450
C -7.016 -1.553 -1.114
Si -3.287 -2.076 -3.920
C -4.905 -2.783 -4.560
C -2.896 -0.505 -4.865
C -1.902 -3.322 -4.113
H -4.316 -4.317 1.925
H -5.154 -2.842 1.441
H -3.502 -2.756 2.071
H -4.791 -5.661 -0.648
H -4.316 -4.975 -2.200
H -5.681 -4.289 -1.308
H -1.824 -5.285 0.312
H -1.110 -3.662 0.297
H -1.392 -4.512 -1.219
H -4.546 1.190 0.530
H -5.206 -0.246 1.320
H -6.285 1.053 0.797
H -5.143 1.730 -2.474
H -6.870 1.468 -2.248
H -5.986 0.518 -3.445
H -6.891 -2.303 -0.331
H -7.107 -2.076 -2.069
H -7.958 -1.031 -0.930
H -5.708 -2.044 -4.502
H -5.219 -3.666 -4.001
H -4.797 -3.073 -5.609
H -3.704 0.224 -4.768
H -2.774 -0.726 -5.928
H -1.973 -0.035 -4.517
H -2.160 -4.269 -3.635
H -0.978 -2.961 -3.656
H -1.701 -3.524 -5.169
N 1.571 1.255 -1.825
C 2.327 1.228 -2.824
C 2.163 0.158 -3.877
C 3.255 -0.490 -4.445
C 3.067 -1.548 -5.325
C 1.783 -1.948 -5.673
C 0.687 -1.290 -5.127
C 0.880 -0.253 -4.228
C 3.416 2.247 -3.081
C 4.189 2.714 -2.021
C 5.152 3.691 -2.220
C 5.349 4.226 -3.488
C 4.587 3.765 -4.552
C 3.637 2.773 -4.351
H 4.258 -0.175 -4.182
H 3.925 -2.062 -5.741
H 1.637 -2.765 -6.367
H -0.318 -1.591 -5.404
H 0.041 0.253 -3.765
H 4.024 2.292 -1.037
H 5.757 4.032 -1.389
H 6.099 4.991 -3.645
H 4.737 4.175 -5.543
H 3.054 2.407 -5.188
```

- Total energy: -147063.0685 eV
- Strongest force on any atom: 0.7 eV/A
- HOMO-LUMO gap: 7.51 eV
- Relative energy (zero: lowest compared OMol25 entry of this formula, charge and spin): 2.65 kJ/mol

---

Molecular formula: C4H3MgO
Method: DFT, the ωB97M-V functional and the def2-TZVPD basis

XYZ file:
```
9
C4H3MgO the ωB97M-V functional and the def2-TZVPD basis
C -1.310 1.902 0.091
C -0.880 1.142 -0.779
H -1.864 2.019 1.021
H -0.407 0.903 -1.727
C 0.447 -2.278 -0.199
C 1.164 -1.559 0.505
O 1.502 -0.439 0.970
Mg 1.113 1.396 0.994
H 0.234 -3.087 -0.875
```

- Total energy: -11676.5873 eV
- Charge: +1
- Strongest force on any atom: 3.9 eV/A
- HOMO-LUMO gap: 4.69 eV
- Relative energy (zero: lowest compared OMol25 entry of this formula, charge and spin): 35.28 kJ/mol

---

Molecular formula: C5H9NO2
Method: DFT, the ωB97M-V functional and the def2-TZVPD basis

XYZ file:
```
17
C5H9NO2 the ωB97M-V functional and the def2-TZVPD basis
N -2.173 2.522 -2.198
C -1.180 1.632 -1.849
C -0.937 1.146 -0.633
C 0.232 0.223 -0.362
C -0.097 -0.796 0.719
C 1.056 -1.460 1.423
O 0.993 -2.101 2.436
O 2.222 -1.315 0.749
H -2.701 3.095 -1.570
H -2.431 2.586 -3.166
H -0.484 1.428 -2.658
H -1.574 1.437 0.195
H 0.517 -0.228 -1.315
H 1.119 0.785 -0.064
H -0.705 -1.636 0.381
H -0.688 -0.306 1.491
H 2.916 -1.755 1.263
```

- Total energy: -10915.9118 eV
- SMILES: N/C=C/CCC(=O)O
- Strongest force on any atom: 0.7 eV/A
- HOMO-LUMO gap: 8.87 eV
- Relative energy (zero: lowest compared OMol25 entry of this formula, charge and spin): 64.05 kJ/mol

---

Molecular formula: C3H9NS
Method: DFT, the ωB97M-V functional and the def2-TZVPD basis

XYZ file:
```
14
C3H9NS the ωB97M-V functional and the def2-TZVPD basis
C 1.270 -0.299 1.704
N 0.147 0.368 1.035
C 0.022 -0.101 -0.343
C -1.030 0.594 -1.202
S -1.436 -0.595 -2.579
H 1.478 0.208 2.630
H 1.088 -1.378 1.730
H 2.165 -0.119 1.076
H 0.298 1.372 0.987
H -0.180 -1.166 -0.439
H 0.924 0.077 -0.938
H -0.623 1.471 -1.693
H -2.001 0.931 -0.860
H -2.122 -1.363 -1.107
```

- Total energy: -15579.8044 eV
- Strongest force on any atom: 4.8 eV/A
- HOMO-LUMO gap: 8.81 eV
- Relative energy (zero: lowest compared OMol25 entry of this formula, charge and spin): 243.73 kJ/mol

---

no.,molar mass (g/mol)
1,168.239
2,997.266
3,91.372
4,115.132
5,91.179